Record 1
A gas-phase ion, C19H29N6O (charge +1). Source: the OMol25 dataset; level of theory: the ωB97M-V functional and the def2-TZVPD basis.

Geometry as XYZ:
```
55
Properties=species:S:1:pos:R:3
C -4.274 -0.374 3.888
N -2.848 -0.225 4.077
C -2.352 1.123 3.967
C -2.187 1.552 2.490
N -1.307 0.624 1.821
C -0.121 0.880 1.282
N 0.391 -0.081 0.502
C 1.383 0.161 -0.332
N 1.851 1.432 -0.487
C 1.588 2.392 0.472
C 2.297 3.590 0.477
C 2.113 4.489 1.505
C 1.261 4.174 2.558
C 0.529 3.006 2.542
C 0.623 2.119 1.462
H -0.077 2.763 3.398
H 1.173 4.847 3.396
H 2.661 5.417 1.512
H 3.006 3.792 -0.312
N 1.900 -0.850 -1.032
C 2.880 -0.737 -2.092
H 3.413 0.212 -2.066
C 2.187 -0.942 -3.447
N 1.584 -2.253 -3.439
H 2.539 1.658 -1.190
C 1.251 -2.816 -4.733
H 1.005 -3.870 -4.583
H 2.154 -2.763 -5.344
C 0.089 -2.157 -5.505
H 0.128 -1.065 -5.389
O -1.177 -2.656 -5.153
H -1.383 -2.427 -4.241
H 0.196 -2.389 -6.566
C 0.578 -2.355 -2.407
H 0.132 -3.350 -2.441
H -0.219 -1.594 -2.508
C 1.255 -2.149 -1.046
H 0.530 -2.193 -0.236
H 2.021 -2.914 -0.902
H 2.927 -0.894 -4.247
H 1.452 -0.128 -3.598
H 3.607 -1.542 -1.952
C -1.854 -0.716 1.841
H -2.823 -0.722 1.334
C -2.029 -1.137 3.321
H -1.039 -1.173 3.787
H -2.467 -2.134 3.362
H -1.173 -1.392 1.331
H -3.166 1.484 2.003
H -1.835 2.576 2.394
H -1.379 1.164 4.468
H -3.034 1.805 4.475
H -4.623 -0.137 2.874
H -4.549 -1.402 4.114
H -4.789 0.277 4.591
```

SMILES string: CN1CCN(c2nc(=[N+]3CCN(CCO)CC3)[nH]c3ccccc23)CC1
ΔE to the lowest compared entry with this formula, charge and spin in kJ/mol: 15.4
Kohn-Sham gap in eV: 7.9
Calculated total energy in eV: -31156.4907
Net charge: +1

Record 2
A molecular structure, C19H29N6OS5SbSiTi. Source: the OMol25 dataset; level of theory: the ωB97M-V functional and the def2-TZVPD basis.

Geometry as XYZ:
```
63
Properties=species:S:1:pos:R:3
Ti 0.083 -0.331 -0.022
N -2.078 2.618 2.466
C -2.828 2.779 1.319
C -2.288 1.928 0.409
N -1.227 1.261 0.973
C -1.121 1.698 2.210
C -0.120 1.211 3.138
N 0.888 0.485 2.738
C 1.569 0.117 3.865
C 0.951 0.637 4.967
N -0.129 1.345 4.493
H -2.191 3.133 3.320
H -3.658 3.460 1.267
H -2.594 1.744 -0.607
H 2.404 -0.567 3.799
H 1.157 0.552 6.019
H -0.860 1.735 5.059
S 1.036 -5.465 0.603
Sb 1.452 -3.270 0.963
S -0.532 -2.044 1.606
S 1.643 -2.009 -1.073
S 3.174 -2.733 2.393
C 1.264 2.798 -2.199
C 0.019 2.051 -2.586
C -0.780 2.501 -3.621
C -1.939 1.778 -3.921
C -2.260 0.647 -3.219
C -1.387 0.207 -2.185
N -0.276 0.943 -1.900
N -1.529 -0.832 -1.351
Si -2.653 -2.157 -1.463
C -4.061 -1.814 -0.269
C -1.898 -3.815 -1.113
C -3.381 -2.328 -3.209
H 1.311 3.756 -2.717
H 2.147 2.213 -2.460
H 1.297 2.953 -1.123
H -0.515 3.396 -4.167
H -2.599 2.121 -4.711
H -3.165 0.101 -3.425
H -3.655 -1.727 0.742
H -4.800 -2.620 -0.274
H -4.572 -0.877 -0.515
H -1.685 -3.965 -0.057
H -0.956 -3.948 -1.650
H -2.591 -4.594 -1.447
H -4.274 -1.720 -3.377
H -3.666 -3.372 -3.359
H -2.644 -2.075 -3.975
O 1.787 0.929 0.075
S 3.057 0.174 0.476
C 4.028 1.470 1.333
C 5.378 1.553 0.635
C 5.061 1.439 -0.854
C 4.145 0.231 -0.984
H 4.078 1.210 2.389
H 3.446 2.384 1.205
H 6.009 0.715 0.943
H 5.901 2.477 0.887
H 5.962 1.324 -1.459
H 4.542 2.341 -1.191
H 4.688 -0.715 -0.970
H 3.479 0.227 -1.843
```

ΔE to the lowest compared entry with this formula, charge and spin in kJ/mol: 34.1
Kohn-Sham gap (alpha / beta) in eV: 5.6 / 5.6
Spin multiplicity: 2
Calculated total energy in eV: -122877.3599
Net charge: -1

Record 3
A molecular structure, C19H29N7OPPdS. Source: the OMol25 dataset; level of theory: the ωB97M-V functional and the def2-TZVPD basis.

Geometry as XYZ:
```
59
Properties=species:S:1:pos:R:3
Pd -0.225 -0.207 -1.854
N 3.961 0.217 -3.018
C 2.697 0.308 -2.570
S 1.635 -1.014 -3.003
N 2.382 1.352 -1.871
N 1.078 1.392 -1.507
C 0.623 2.405 -0.863
C 1.458 3.573 -0.488
C 2.648 3.405 0.214
C 3.414 4.510 0.551
C 3.008 5.783 0.170
C 1.825 5.953 -0.535
C 1.046 4.852 -0.856
C -0.807 2.360 -0.500
C -1.339 3.193 0.472
C -2.685 3.090 0.784
C -3.464 2.163 0.113
C -2.851 1.355 -0.827
N -1.557 1.448 -1.127
H 4.250 -0.561 -3.582
H 4.591 0.987 -2.871
H 2.964 2.411 0.503
H 4.331 4.378 1.110
H 3.616 6.642 0.423
H 1.508 6.944 -0.833
H 0.123 4.982 -1.410
H -0.700 3.903 0.976
H -3.117 3.724 1.547
H -4.522 2.062 0.310
H -3.418 0.611 -1.371
C 0.701 -4.671 0.662
N 0.719 -3.211 0.672
C 1.977 -2.628 1.141
P -0.620 -2.274 0.627
O -0.273 -0.834 0.361
N -1.515 -2.986 -0.596
C -2.930 -2.630 -0.683
C -0.883 -3.033 -1.904
N -1.548 -2.380 1.974
C -2.316 -1.215 2.409
C -1.334 -3.370 3.022
H 0.904 -5.081 1.655
H 1.478 -5.038 -0.012
H -0.262 -5.038 0.315
H 2.226 -2.982 2.145
H 1.901 -1.544 1.154
H 2.783 -2.911 0.461
H -3.376 -2.604 0.308
H -3.456 -3.378 -1.276
H -3.074 -1.656 -1.166
H 0.169 -3.284 -1.818
H -0.950 -2.070 -2.481
H -1.385 -3.765 -2.537
H -2.395 -0.486 1.606
H -1.839 -0.730 3.265
H -3.321 -1.526 2.705
H -0.721 -4.192 2.666
H -2.291 -3.782 3.348
H -0.843 -2.919 3.889
```

Kohn-Sham gap (alpha / beta) in eV: 6.8 / 6.7
Calculated total energy in eV: -56251.7380
Net charge: +1

Record 4
5 unconnected molecules or ions with the total composition C19H30BF12O10. Source: the OMol25 dataset; level of theory: the ωB97M-V functional and the def2-TZVPD basis.

Geometry as XYZ:
```
72
Properties=species:S:1:pos:R:3
B -0.019 1.789 2.829
O 1.382 2.140 2.518
C 1.882 1.377 1.350
C 2.653 0.014 1.841
C 3.262 0.091 3.361
O 3.702 -0.402 0.890
H -0.780 2.252 2.062
H -0.264 2.274 3.897
H -0.223 0.633 2.953
H 1.044 1.101 0.578
H 2.638 2.107 0.786
H 1.841 -0.848 1.842
H 4.150 0.848 3.502
H 3.626 -0.998 3.657
H 2.396 0.350 4.140
H 3.222 -0.921 0.154
C 4.896 -5.344 1.300
C 4.904 -4.523 0.024
O 4.119 -5.165 -0.991
C 2.767 -4.936 -0.946
O 2.221 -4.233 -0.101
C 2.063 -5.635 -2.108
F 2.513 -6.907 -2.310
F 2.246 -4.976 -3.289
F 0.716 -5.735 -1.933
H 5.226 -6.369 1.100
H 5.556 -4.900 2.051
H 3.887 -5.410 1.720
H 5.926 -4.454 -0.360
H 4.557 -3.498 0.201
C -3.069 1.216 -3.389
C -2.388 2.540 -3.096
O -3.006 3.185 -1.972
C -2.578 2.781 -0.733
O -1.722 1.919 -0.553
C -3.278 3.580 0.366
F -4.616 3.725 0.142
F -2.773 4.841 0.482
F -3.161 3.008 1.597
H -4.146 1.360 -3.527
H -2.655 0.759 -4.292
H -2.945 0.517 -2.557
H -2.508 3.212 -3.952
H -1.312 2.414 -2.935
C -0.088 4.915 3.257
C 0.148 6.366 2.881
O -0.255 7.234 3.952
C 0.664 7.427 4.952
O 1.774 6.903 4.970
C 0.127 8.406 5.995
F -1.174 8.163 6.327
F 0.172 9.697 5.556
F 0.827 8.377 7.164
H -1.130 4.759 3.554
H 0.144 4.255 2.416
H 0.534 4.623 4.109
H -0.468 6.625 2.014
H 1.192 6.547 2.599
C -2.632 -6.962 -4.702
C -3.870 -6.143 -4.386
O -3.512 -4.786 -4.087
C -3.336 -3.956 -5.165
O -3.463 -4.316 -6.333
C -3.009 -2.536 -4.705
F -2.098 -2.507 -3.690
F -4.113 -1.881 -4.243
F -2.493 -1.759 -5.698
H -1.905 -6.889 -3.887
H -2.891 -8.014 -4.853
H -2.136 -6.593 -5.605
H -4.358 -6.547 -3.493
H -4.603 -6.188 -5.200
```

Kohn-Sham gap in eV: 5.8
Calculated total energy in eV: -73950.6270
Net charge: -1